No. 1
{
  "formula": "C16H25N2O4",
  "method": "ωB97M-V/def2-TZVPD",
  "elements": ["C", "C", "O", "O", "C", "C", "C", "C", "C", "C", "C", "C", "C", "C", "N", "C", "C", "N", "H", "H", "H", "H", "H", "H", "H", "H", "H", "H", "H", "H", "H", "H", "H", "H", "H", "H", "H", "H", "H", "H", "C", "C", "O", "O", "H", "H", "H"],
  "xyz": [[3.94832, -1.15117, 0.31422], [4.54569, -0.44819, -0.92985], [4.88875, -1.10533, -1.84658], [4.61539, 0.93269, -0.91796], [3.84316, 1.52311, -1.99026], [2.64175, 2.36426, -1.41446], [1.90951, 1.48882, -0.36065], [0.44858, 1.92853, -0.04310], [-0.26622, 0.70063, 0.63625], [-1.78451, 0.92338, 0.91352], [-2.63542, 1.20199, -0.37110], [-3.16322, -0.08936, -1.04428], [-2.12322, -0.85856, -1.92698], [-1.04844, 0.00162, -2.54983], [-0.22451, 0.64189, -2.95856], [-1.50200, -2.10771, -1.16467], [-0.12554, -2.46731, -1.68420], [0.96121, -2.71924, -1.86573], [4.41024, -2.14762, 0.44240], [4.10948, -0.57899, 1.24752], [2.85900, -1.30673, 0.18625], [3.37058, 0.72184, -2.59982], [4.47036, 2.13333, -2.67301], [3.05928, 3.29306, -0.95896], [2.00139, 2.68912, -2.25672], [2.54241, 1.37751, 0.54039], [1.84057, 0.46435, -0.80068], [-0.09348, 2.30855, -0.92515], [0.51064, 2.71233, 0.74675], [0.24142, 0.59152, 1.62324], [-0.02716, -0.22271, 0.06748], [-1.87176, 1.72158, 1.67168], [-2.18268, -0.01618, 1.34995], [-2.13764, 1.90859, -1.07135], [-3.53594, 1.75467, -0.01456], [-3.53436, -0.81708, -0.28853], [-3.99781, 0.21277, -1.71313], [-2.69123, -1.29463, -2.77846], [-2.17690, -2.95516, -1.38326], [-1.47557, -1.84916, -0.09231], [-2.85847, -2.19416, 4.43008], [-3.05698, -0.90750, 3.61157], [-2.31185, 0.05281, 3.91160], [-3.94914, -0.97112, 2.72604], [-2.07182, -2.07172, 5.17649], [-3.78728, -2.45386, 4.94339], [-2.58257, -3.01759, 3.76631]],
  "atomic_forces_ev_per_a": [[0.397, 0.452, 0.492], [-0.785, -0.064, 1.890], [0.594, -0.480, -1.593], [-0.664, -0.515, -0.080], [-1.334, 0.562, -0.732], [1.371, -0.225, 0.528], [-0.547, 0.061, -1.191], [0.671, -0.812, 1.304], [0.159, 1.054, 0.261], [0.672, -0.797, -0.835], [-0.472, 0.288, 1.234], [0.391, 0.478, -0.550], [0.222, -0.391, -0.726], [-3.734, -2.698, 2.285], [2.726, 2.142, -1.585], [0.362, 0.550, -1.195], [-3.410, 0.857, 1.834], [2.251, -0.582, -0.755], [-0.169, 0.562, -0.313], [-0.160, -0.137, -0.528], [0.603, 0.224, -0.113], [0.545, 0.334, 0.320], [-0.061, -0.400, 0.620], [-0.355, -0.523, -0.137], [0.165, -0.426, 0.399], [-0.512, 0.245, -0.325], [0.024, 0.591, 0.181], [0.433, -0.210, 0.335], [-0.312, -0.154, -0.686], [-0.401, -0.196, -0.553], [-0.300, 0.473, 0.134], [-0.185, -0.436, -0.407], [0.037, 0.841, 0.175], [-0.227, -0.685, 0.178], [0.454, -0.407, -0.275], [0.050, 0.663, -0.328], [0.380, -0.367, 0.407], [0.474, 0.343, 0.351], [0.360, 0.352, 0.532], [0.230, -0.510, -0.432], [0.166, -0.160, 0.250], [0.052, -0.006, 0.156], [-0.176, 0.024, -0.208], [0.186, 0.137, -0.164], [-0.013, 0.045, -0.038], [-0.024, -0.072, -0.117], [-0.132, -0.025, 0.000]],
  "total_charge": -1,
  "e_homo_ev": -4.59,
  "e_lumo_ev": 2.8
}

---

No. 2
{
  "formula": "C16H25N3O4S",
  "method": "ωB97M-V/def2-TZVPD",
  "elements": ["C", "C", "C", "N", "C", "C", "C", "C", "C", "N", "S", "O", "O", "C", "C", "C", "C", "C", "C", "O", "C", "O", "N", "C", "H", "H", "H", "H", "H", "H", "H", "H", "H", "H", "H", "H", "H", "H", "H", "H", "H", "H", "H", "H", "H", "H", "H", "H", "H"],
  "xyz": [[3.94301, -0.71060, 2.21618], [3.50132, -1.50935, 0.99604], [2.17503, -2.22494, 1.26545], [1.49946, -2.62651, 0.04179], [2.10722, -3.76154, -0.62862], [2.94455, -3.35355, -1.84770], [2.10677, -2.66591, -2.91690], [0.05142, -2.62767, 0.14446], [-0.53525, -1.37965, -0.54744], [0.18855, -0.17258, -0.20816], [-0.14367, 0.50024, 1.28531], [1.04224, 1.18288, 1.71434], [-0.75674, -0.44369, 2.17749], [-1.37265, 1.70919, 0.80852], [-0.93770, 2.88384, 0.21998], [-1.84136, 3.84701, -0.20223], [-3.18493, 3.57199, -0.01292], [-3.60984, 2.37361, 0.58510], [-2.71292, 1.41885, 1.00955], [-4.97144, 2.36651, 0.64749], [-5.42368, 3.53314, 0.10571], [-6.57379, 3.84489, 0.00381], [-4.33044, 4.27432, -0.29982], [-4.43228, 5.57078, -0.91034], [4.03802, -1.36004, 3.08376], [4.90461, -0.23575, 2.03472], [3.20909, 0.06134, 2.43701], [3.37191, -0.82812, 0.15188], [4.27196, -2.23537, 0.72832], [2.35785, -3.09197, 1.92489], [1.52404, -1.53323, 1.80377], [1.32879, -4.45181, -0.97032], [2.75082, -4.31384, 0.07063], [3.40110, -4.25544, -2.26209], [3.74621, -2.68555, -1.53468], [1.67517, -1.75130, -2.52010], [1.29954, -3.31636, -3.24761], [2.72056, -2.41473, -3.77906], [-0.26725, -2.61778, 1.19182], [-0.37582, -3.51496, -0.33153], [-1.57288, -1.23649, -0.24447], [-0.49295, -1.49222, -1.63404], [1.18483, -0.32253, -0.30994], [0.12427, 3.03254, 0.11493], [-1.51398, 4.76845, -0.65487], [-3.01093, 0.50282, 1.49001], [-3.92409, 6.31947, -0.30058], [-5.49141, 5.81463, -0.98078], [-3.99235, 5.55698, -1.90875]],
  "atomic_forces_ev_per_a": [[0.027, -0.100, -0.174], [-0.126, -0.034, 0.341], [0.288, 0.171, -0.106], [-0.174, -0.139, 0.045], [0.367, 0.041, -0.308], [-0.248, -0.104, 0.045], [0.243, -0.118, 0.123], [-0.283, 0.206, -0.070], [-0.266, -0.539, 0.071], [0.069, 0.471, 0.794], [-0.172, 0.408, -0.642], [0.111, 0.099, -0.259], [-0.261, -0.006, -0.190], [0.414, -0.329, 0.235], [0.132, -0.019, 0.058], [-0.260, -0.038, 0.026], [0.171, -0.607, 0.281], [0.929, 0.435, -0.285], [-0.543, 0.101, 0.027], [-0.176, -0.402, 0.219], [-0.297, 0.745, -0.359], [-0.128, -0.212, 0.113], [-0.041, -0.340, 0.171], [-0.058, 0.181, -0.084], [0.043, -0.029, 0.150], [0.087, 0.055, 0.072], [-0.013, 0.061, 0.079], [0.011, -0.043, -0.108], [0.014, 0.016, -0.136], [-0.078, 0.084, 0.018], [0.067, -0.156, 0.046], [0.023, 0.006, 0.065], [-0.094, -0.019, 0.020], [0.098, -0.010, -0.001], [0.096, -0.034, 0.044], [-0.080, 0.132, -0.027], [-0.144, -0.047, -0.086], [-0.027, 0.066, -0.108], [0.022, -0.100, -0.092], [0.041, 0.023, 0.051], [-0.119, -0.120, -0.171], [-0.063, 0.020, 0.090], [0.270, 0.078, 0.095], [0.134, 0.116, -0.073], [0.064, 0.106, -0.050], [-0.117, -0.132, 0.076], [-0.024, 0.011, -0.026], [0.096, 0.015, -0.013], [-0.024, 0.027, 0.009]],
  "total_charge": 0,
  "e_homo_ev": -8.51,
  "e_lumo_ev": 0.5
}